Entry 1
ORCA calculation (ωB97M-V with the def2-TZVPD basis set) on a molecular structure, C6H6N.

Output
**LUMO energy**: -5.39 eV
**Gap between HOMO and LUMO**: 8.946 eV
**Net charge**: +1

Each line ends with the Löwdin charge.
CARTESIAN COORDINATES (ANGSTROEM)
C (1.25, -0.02, 0.05)  -0.201
C (2.37, 0.71, 0.05)  0.160
C (-2.24, -0.22, -0.06)  0.169
C (0.79, -1.42, 0.05)  0.094
C (-1.36, 0.90, 0.23)  0.009
C (-0.43, -1.00, 0.32)  0.047
N (-0.17, 0.41, 0.23)  0.066
H (2.22, 1.80, 0.00)  0.094
H (3.39, 0.31, -0.09)  0.110
H (-3.10, -0.63, 0.40)  0.095
H (-2.34, -0.39, -1.10)  0.102
H (1.20, -2.35, -0.29)  0.130
H (-1.58, 1.89, 0.21)  0.125

***

Entry 2
ORCA calculation (ωB97M-V with the def2-TZVPD basis set) on a molecular structure, C6H6N.

Output
**LUMO energy**: -6.21 eV
**Gap between HOMO and LUMO**: 8.640 eV
**Net charge**: +1

Each line ends with the Löwdin charge.
CARTESIAN COORDINATES (ANGSTROEM)
C (-1.34, 0.55, 0.33)  0.011
C (-0.33, 1.41, 0.07)  -0.048
C (2.07, 0.29, 0.15)  0.059
C (-1.02, -0.95, -0.02)  -0.100
C (0.38, -1.00, -0.44)  -0.150
C (0.85, 0.72, -0.43)  0.091
N (1.45, -0.83, 0.46)  0.190
H (-2.36, 0.96, 0.58)  0.152
H (-0.52, 2.49, 0.41)  0.163
H (3.02, 0.78, 0.36)  0.158
H (-1.23, -1.66, 0.83)  0.162
H (-1.59, -1.32, -0.90)  0.146
H (0.62, -1.45, -1.39)  0.164

***

Entry 3
ORCA calculation (ωB97M-V with the def2-TZVPD basis set) on a gas-phase ion, C6H6N (charge +1).

Output
**LUMO energy**: -6.12 eV
**Gap between HOMO and LUMO**: 7.475 eV
**Net charge**: +1

Each line ends with the Löwdin charge.
CARTESIAN COORDINATES (ANGSTROEM)
C (0.50, 1.42, 1.35)  0.056
C (-0.09, 1.62, 0.17)  -0.147
C (-0.24, -0.87, -0.43)  -0.072
C (-1.23, -1.33, -1.11)  0.128
C (1.05, 0.12, 1.52)  -0.134
C (-0.85, 1.76, -0.81)  0.260
N (0.89, -0.73, 0.22)  0.086
H (-1.14, -2.49, -1.33)  0.174
H (-1.98, -0.70, -1.38)  0.050
H (2.23, 0.39, 1.60)  0.204
H (0.52, -0.44, 2.36)  0.169
H (-1.30, 1.77, -1.76)  0.071
H (1.65, -0.52, -0.40)  0.157

***

Entry 4
ORCA calculation (ωB97M-V with the def2-TZVPD basis set) on a gas-phase ion, C6H6N (charge +1).

Output
**LUMO energy**: -4.44 eV
**Gap between HOMO and LUMO**: 8.811 eV
**SMILES**: C#CC1=C2[C@@H]1[C@@H]2[NH3+]
**Net charge**: +1

Each line ends with the Löwdin charge.
CARTESIAN COORDINATES (ANGSTROEM)
C (-0.27, 1.60, 4.01)  0.211
C (-0.44, 0.93, 2.99)  -0.016
C (-0.44, 0.25, 1.73)  -0.150
C (-1.01, -0.68, 0.76)  0.141
C (0.13, 0.66, 0.50)  -0.013
C (0.20, -0.67, -0.13)  -0.300
N (-0.15, -0.81, -1.59)  0.233
H (-0.22, 2.12, 4.92)  0.049
H (0.09, 1.62, 0.02)  0.137
H (1.05, -1.30, 0.12)  0.162
H (-1.06, -0.35, -1.76)  0.178
H (-0.26, -1.81, -1.82)  0.184
H (0.56, -0.40, -2.20)  0.183

***

Most stable of them? entry 2.

***

Entry 1
ORCA calculation (ωB97M-V with the def2-TZVPD basis set) on C2H4N6 in the gas phase.

Output
**LUMO energy**: 0.18 eV
**Gap between HOMO and LUMO**: 9.881 eV
**SMILES**: [H]/N=c1/ncn(N)nn1
**Net charge**: 0

Each line ends with the Löwdin charge.
CARTESIAN COORDINATES (ANGSTROEM)
H (-1.53, -1.44, 2.30)  0.057
N (-1.11, -2.09, 1.63)  0.162
C (-0.83, -1.31, 0.72)  -0.508
N (-0.23, -1.52, -0.58)  0.135
C (0.53, -0.61, -1.01)  -0.129
N (0.44, 0.62, -0.34)  -0.233
N (1.32, 1.65, -0.74)  0.068
N (-0.67, 0.95, 0.36)  0.052
N (-1.36, 0.02, 0.87)  0.067
H (1.02, -0.60, -1.98)  0.127
H (1.66, 2.06, 0.13)  0.091
H (0.76, 2.29, -1.35)  0.112

***

Entry 2
ORCA calculation (ωB97M-V with the def2-TZVPD basis set) on C2H4N6 in the gas phase.

Output
**LUMO energy**: -0.93 eV
**Gap between HOMO and LUMO**: 8.335 eV
**SMILES**: [H]/N=c1/cnnnn1N
**Net charge**: 0

Each line ends with the Löwdin charge.
CARTESIAN COORDINATES (ANGSTROEM)
H (-1.87, 0.94, -0.17)  0.050
N (-1.95, 0.11, 0.51)  0.099
C (-0.73, -0.35, 0.36)  -0.398
C (-0.20, -1.61, 0.86)  -0.024
N (1.11, -1.89, 0.78)  0.020
N (1.91, -1.24, -0.07)  -0.051
N (1.52, -0.15, -0.64)  0.047
N (0.27, 0.32, -0.38)  -0.134
N (0.02, 1.71, -0.87)  0.069
H (-0.89, -2.11, 1.49)  0.101
H (0.35, 2.52, -0.12)  0.177
H (0.46, 1.76, -1.74)  0.043

***

Entry 3
ORCA calculation (ωB97M-V with the def2-TZVPD basis set) on C2H4N6 in the gas phase.

Output
**LUMO energy**: 0.41 eV
**Gap between HOMO and LUMO**: 9.706 eV
**SMILES**: [H]/N=c1\[nH]nnn1N=C
**Net charge**: 0

Each line ends with the Löwdin charge.
CARTESIAN COORDINATES (ANGSTROEM)
H (0.08, 2.60, 0.27)  0.114
N (0.37, 1.49, 0.10)  0.015
C (-0.60, 0.55, 0.23)  -0.405
N (-1.86, 0.30, -0.11)  0.001
N (-2.33, -0.99, -0.16)  0.060
N (-1.24, -1.59, 0.10)  -0.018
N (-0.15, -0.85, 0.56)  -0.069
N (1.06, -1.45, 0.09)  0.019
C (2.09, -0.63, -0.13)  -0.039
H (-2.64, 1.01, -0.01)  0.173
H (2.09, 0.51, -0.48)  0.083
H (3.13, -0.93, -0.45)  0.066

***

Most stable of them? entry 1.

***

Entry 1
ORCA calculation (ωB97M-V with the def2-TZVPD basis set) on C2H8N2 in the gas phase.

Output
**LUMO energy**: 1.11 eV
**Gap between HOMO and LUMO**: 9.538 eV
**SMILES**: CNCN
**Net charge**: 0

Each line ends with the Löwdin charge.
CARTESIAN COORDINATES (ANGSTROEM)
C (-1.20, -0.97, 0.28)  -0.116
N (0.03, -0.66, -0.46)  -0.145
C (1.02, 0.22, 0.02)  -0.357
N (0.68, 1.66, 0.12)  -0.006
H (-1.98, -0.35, -0.16)  0.071
H (-1.30, -2.05, 0.43)  0.072
H (-1.08, -0.59, 1.30)  0.078
H (0.14, -1.11, -1.35)  0.097
H (1.84, 0.21, -0.70)  0.107
H (1.53, -0.07, 0.93)  0.102
H (0.61, 2.03, -0.83)  0.051
H (-0.30, 1.67, 0.42)  0.047

***

Entry 2
ORCA calculation (ωB97M-V with the def2-TZVPD basis set) on C2H8N2 in the gas phase.

Output
**LUMO energy**: 1.16 eV
**Gap between HOMO and LUMO**: 10.509 eV
**SMILES**: NCCN
**Net charge**: 0

Each line ends with the Löwdin charge.
CARTESIAN COORDINATES (ANGSTROEM)
N (-1.96, -0.05, -0.03)  -0.028
C (-0.61, -0.54, -0.14)  -0.327
C (0.55, 0.45, -0.03)  -0.305
N (1.85, -0.26, -0.14)  -0.051
H (-2.17, 0.36, 0.88)  0.064
H (-2.21, 0.73, -0.62)  0.057
H (-0.49, -1.02, -1.13)  0.116
H (-0.60, -1.36, 0.60)  0.111
H (0.52, 1.10, 0.88)  0.104
H (0.51, 1.13, -0.95)  0.122
H (2.62, 0.41, 0.06)  0.068
H (1.98, -0.96, 0.62)  0.069

***

Entry 3
ORCA calculation (ωB97M-V with the def2-TZVPD basis set) on 2 unconnected molecules or ions with the total composition C2H8N2.

Output
**LUMO energy**: 1.11 eV
**Gap between HOMO and LUMO**: 10.548 eV
**SMILES**: [H]/N=C\N.C
**Net charge**: 0

Each line ends with the Löwdin charge.
CARTESIAN COORDINATES (ANGSTROEM)
H (4.05, -2.90, -0.26)  0.036
N (3.57, -3.55, 0.36)  0.058
C (2.37, -3.68, -0.01)  -0.381
N (1.85, -3.08, -1.16)  0.037
H (1.60, -4.05, 0.68)  0.102
H (1.06, -3.43, -1.66)  0.069
H (2.16, -2.15, -1.38)  0.078
C (-3.32, 4.57, 0.67)  -0.051
H (-3.92, 4.07, -0.08)  0.013
H (-2.36, 4.93, 0.34)  0.012
H (-3.19, 3.83, 1.46)  0.013
H (-3.86, 5.45, 1.03)  0.013

***

Most stable of them? entry 2.

***

Entry 1
ORCA calculation (ωB97M-V with the def2-TZVPD basis set) on C2H8N2 in the gas phase.

Output
**LUMO energy**: 1.25 eV
**Gap between HOMO and LUMO**: 9.820 eV
**SMILES**: CNNC
**Net charge**: 0

Each line ends with the Löwdin charge.
CARTESIAN COORDINATES (ANGSTROEM)
C (1.52, 0.42, -0.15)  -0.160
N (0.85, -0.82, 0.38)  -0.094
N (-0.72, -0.88, -0.28)  -0.086
C (-1.52, 0.32, 0.13)  -0.172
H (1.14, 1.33, 0.31)  0.057
H (2.56, 0.42, 0.05)  0.046
H (1.42, 0.46, -1.25)  0.077
H (1.23, -1.66, -0.12)  0.085
H (-1.06, -1.69, 0.23)  0.064
H (-1.66, 0.96, -0.69)  0.033
H (-2.59, 0.12, 0.46)  0.083
H (-1.17, 1.00, 0.92)  0.067

***

Entry 2
ORCA calculation (ωB97M-V with the def2-TZVPD basis set) on 2 unconnected molecules or ions with the total composition C2H8N2.

Output
**LUMO energy**: 0.86 eV
**Gap between HOMO and LUMO**: 10.263 eV
**SMILES**: [H]/N=C/N.C
**Net charge**: 0

Each line ends with the Löwdin charge.
CARTESIAN COORDINATES (ANGSTROEM)
H (2.88, -1.41, -2.98)  0.028
N (2.70, -1.59, -1.99)  0.052
C (1.49, -1.29, -1.77)  -0.405
N (0.90, -1.41, -0.54)  0.054
H (0.83, -0.84, -2.51)  0.108
H (1.50, -1.59, 0.26)  0.085
H (-0.04, -1.72, -0.40)  0.078
C (-2.02, 1.98, 1.97)  -0.048
H (-2.58, 2.54, 1.22)  0.014
H (-1.77, 1.01, 1.55)  0.008
H (-2.73, 1.82, 2.78)  0.013
H (-1.16, 2.48, 2.39)  0.012

***

Entry 3
ORCA calculation (ωB97M-V with the def2-TZVPD basis set) on 2 unconnected molecules or ions with the total composition C2H8N2.

Output
**LUMO energy**: 0.90 eV
**Gap between HOMO and LUMO**: 10.484 eV
**SMILES**: C=NC.N
**Net charge**: 0

Each line ends with the Löwdin charge.
CARTESIAN COORDINATES (ANGSTROEM)
C (-1.48, 2.81, 0.82)  -0.067
N (-1.47, 1.53, 0.91)  -0.109
C (-1.58, 0.70, -0.24)  -0.194
H (-1.50, 3.45, 0.00)  0.042
H (-1.72, 3.39, 1.73)  0.068
H (-0.68, 0.00, -0.37)  0.087
H (-1.42, 1.23, -1.26)  0.083
H (-2.65, 0.37, -0.21)  0.090
N (3.33, -3.39, -0.14)  -0.039
H (3.12, -4.42, -0.18)  0.027
H (2.49, -2.79, -0.03)  0.004
H (3.56, -2.90, -1.02)  0.009

***

Most stable of them? entry 2.

***

Entry 1
ORCA calculation (ωB97M-V with the def2-TZVPD basis set) on C2H8N2 in the gas phase.

Output
**LUMO energy**: 1.13 eV
**Gap between HOMO and LUMO**: 9.780 eV
**SMILES**: CNNC
**Net charge**: 0

Each line ends with the Löwdin charge.
CARTESIAN COORDINATES (ANGSTROEM)
C (0.44, 1.51, -0.48)  -0.118
N (-0.10, 0.24, -0.84)  -0.136
N (-0.67, -0.49, 0.20)  -0.134
C (0.26, -1.41, 0.89)  -0.086
H (1.10, 1.22, 0.37)  0.087
H (-0.24, 2.14, -0.19)  0.000
H (0.98, 2.24, -1.12)  0.095
H (-1.00, 0.41, -1.18)  0.080
H (-1.20, 0.05, 0.69)  0.022
H (-0.23, -1.99, 1.74)  0.099
H (1.09, -0.73, 1.25)  0.076
H (0.70, -2.22, 0.47)  0.016

***

Entry 2
ORCA calculation (ωB97M-V with the def2-TZVPD basis set) on 2 unconnected molecules or ions with the total composition C2H8N2.

Output
**LUMO energy**: 0.84 eV
**Gap between HOMO and LUMO**: 10.456 eV
**SMILES**: [H]/N=C/N.C
**Net charge**: 0

Each line ends with the Löwdin charge.
CARTESIAN COORDINATES (ANGSTROEM)
H (-1.12, -4.18, 2.17)  0.068
N (-0.16, -3.68, 2.22)  0.040
C (-0.45, -2.45, 2.11)  -0.417
N (0.47, -1.44, 2.27)  0.056
H (-1.33, -2.14, 1.60)  0.099
H (0.49, -0.89, 1.46)  0.058
H (1.41, -1.71, 2.58)  0.097
C (0.13, 3.28, -2.94)  -0.047
H (-0.28, 2.39, -3.46)  0.036
H (-0.29, 4.17, -3.27)  -0.021
H (-0.08, 3.27, -1.86)  0.020
H (1.20, 3.37, -2.87)  0.011

***

Most stable of them? entry 2.

***

Entry 1
ORCA calculation (ωB97M-V with the def2-TZVPD basis set) on a gas-phase ion, C5H12NO (charge -1).

Output
**LUMO energy**: 3.54 eV
**Gap between HOMO and LUMO**: 5.452 eV
**SMILES**: CCCNCC[O-]
**Net charge**: -1

Each line ends with the Löwdin charge.
CARTESIAN COORDINATES (ANGSTROEM)
C (-2.63, 0.31, -0.12)  -0.149
C (-1.51, 1.20, 0.35)  -0.297
C (-0.16, 0.52, 0.53)  -0.244
N (0.23, -0.19, -0.78)  -0.100
C (1.73, -0.38, -0.82)  -0.254
C (2.38, -1.00, 0.43)  -0.522
O (3.56, -1.63, 0.01)  -0.456
H (-3.01, -0.30, 0.72)  0.065
H (-3.47, 0.92, -0.55)  0.071
H (-2.56, -0.46, -0.91)  0.065
H (-1.29, 2.02, -0.39)  0.111
H (-1.77, 1.79, 1.22)  0.087
H (-0.16, -0.37, 1.25)  0.111
H (0.61, 1.19, 0.96)  0.108
H (-0.32, -0.95, -1.14)  0.066
H (2.20, 0.57, -1.12)  0.094
H (1.79, -1.17, -1.59)  0.095
H (2.59, -0.19, 1.17)  0.070
H (1.78, -1.87, 0.78)  0.080

***

Entry 2
ORCA calculation (ωB97M-V with the def2-TZVPD basis set) on 2 unconnected molecules or ions with the total composition C5H12NO.

Output
**LUMO energy**: 1.56 eV
**Gap between HOMO and LUMO**: 4.722 eV
**Net charge**: -1

Each line ends with the Löwdin charge.
CARTESIAN COORDINATES (ANGSTROEM)
C (-2.29, 0.37, 0.07)  -0.577
O (-3.22, 0.41, -0.85)  -0.306
C (-1.06, -0.52, -0.42)  -0.227
C (0.22, -0.84, 0.41)  -0.250
C (1.59, -0.98, -0.34)  -0.182
C (2.14, 0.51, -0.25)  -0.402
N (2.62, 0.95, 1.11)  -0.098
H (-2.54, -0.17, 1.08)  0.090
H (-1.84, 1.37, 0.33)  0.079
H (-0.70, -0.13, -1.43)  0.105
H (-1.56, -1.45, -0.72)  0.098
H (-0.09, -1.75, 1.11)  0.151
H (0.32, 0.09, 1.06)  -0.017
H (2.30, -1.60, 0.29)  0.103
H (1.48, -1.21, -1.43)  0.117
H (1.34, 1.19, -0.73)  0.105
H (3.05, 0.76, -0.86)  0.086
H (0.14, 0.63, 1.77)  0.265
H (1.90, 1.16, 1.74)  -0.139

***

Most stable of them? entry 1.

***

Entry 1
ORCA calculation (ωB97M-V with the def2-TZVPD basis set) on 2 unconnected molecules or ions with the total composition C5H12NO.

Output
**LUMO energy**: 4.00 eV
**Gap between HOMO and LUMO**: 5.754 eV
**Net charge**: -1

Each line ends with the Löwdin charge.
CARTESIAN COORDINATES (ANGSTROEM)
C (-1.29, 0.97, 0.19)  -0.455
N (-1.25, -0.43, 0.43)  -0.192
C (-0.01, -0.87, 0.97)  -0.416
C (1.26, -0.64, 0.16)  -0.129
C (2.32, 0.19, 0.73)  -0.402
O (3.39, 0.45, 0.24)  -0.032
C (-1.09, 1.40, -1.28)  -0.153
H (-2.29, 1.35, 0.49)  0.070
H (-0.57, 1.54, 0.83)  0.082
H (-1.11, -3.19, -1.04)  0.004
H (0.18, -0.45, 1.98)  0.083
H (-0.08, -1.94, 1.11)  0.060
H (1.61, -1.38, -0.54)  0.117
H (1.26, 0.45, -0.23)  0.129
H (2.07, 0.58, 1.74)  0.120
H (-1.28, -2.48, -0.83)  -0.015
H (-1.12, 2.48, -1.41)  0.042
H (-0.13, 1.03, -1.67)  0.036
H (-1.86, 0.93, -1.88)  0.050

***

Entry 2
ORCA calculation (ωB97M-V with the def2-TZVPD basis set) on a molecular structure, C5H12NO.

Output
**LUMO energy**: 4.12 eV
**Gap between HOMO and LUMO**: 6.817 eV
**Net charge**: -1

Each line ends with the Löwdin charge.
CARTESIAN COORDINATES (ANGSTROEM)
C (1.61, -2.07, 0.22)  -0.426
O (0.80, -1.70, 1.29)  -0.463
C (-0.24, 0.62, -1.46)  -0.288
C (-0.79, 1.06, -0.06)  -0.428
C (-1.69, 0.05, 0.55)  -0.112
C (0.53, 1.15, 0.76)  -0.085
N (-0.20, 1.50, -2.46)  0.018
H (1.01, -2.22, -0.71)  0.029
H (2.23, -1.18, -0.08)  0.036
H (0.28, -0.35, -1.37)  0.096
H (-1.22, 2.05, -0.27)  0.115
H (-1.14, -0.93, 0.68)  0.077
H (-2.60, -0.13, -0.03)  0.064
H (-2.00, 0.39, 1.55)  0.074
H (0.88, 0.14, 1.03)  0.032
H (1.32, 1.81, 0.38)  0.067
H (0.16, 1.61, 1.69)  0.071
H (2.30, -2.88, 0.45)  0.028
H (-1.25, 1.09, -2.16)  0.097

***

Entry 3
ORCA calculation (ωB97M-V with the def2-TZVPD basis set) on a gas-phase ion, C5H12NO (charge -1).

Output
**LUMO energy**: 3.64 eV
**Gap between HOMO and LUMO**: 5.578 eV
**SMILES**: CN[C@@H](C)CC[O-]
**Net charge**: -1

Each line ends with the Löwdin charge.
CARTESIAN COORDINATES (ANGSTROEM)
C (-1.53, -0.47, 1.74)  -0.128
N (-0.29, 0.00, 1.03)  -0.124
C (0.13, -0.43, -0.28)  -0.416
C (-1.11, -1.00, -1.13)  -0.072
C (0.74, 0.79, -0.98)  -0.191
C (2.01, 1.22, -0.23)  -0.563
O (3.09, 0.79, -0.92)  -0.394
H (-1.57, -0.10, 2.86)  0.102
H (-2.35, 0.02, 1.21)  0.049
H (-1.73, -1.49, 1.58)  0.026
H (0.64, -0.02, 1.56)  0.112
H (0.87, -1.24, -0.21)  0.132
H (-2.00, -0.47, -1.22)  0.027
H (-0.73, -1.03, -2.15)  0.059
H (-1.44, -1.98, -0.73)  0.062
H (0.07, 1.58, -0.76)  0.073
H (1.15, 0.68, -2.10)  0.145
H (1.92, 0.88, 0.77)  0.036
H (2.11, 2.28, -0.04)  0.066

***

Most stable of them? entry 3.